DFT (ωB97M-V/def2-TZVPD) results for C35H40N9OPdS as an isolated structure.

Geometry (Å):
1 Pd 0.878 -0.381 -2.154
2 C -2.112 3.963 -0.399
3 C -0.756 4.044 -0.697
4 C -0.159 3.091 -1.513
5 C -0.916 2.054 -2.057
6 C -2.274 1.980 -1.758
7 C -2.865 2.923 -0.927
8 N -0.287 1.085 -2.880
9 C -0.787 0.752 -4.080
10 C -1.700 1.541 -4.833
11 C -2.066 1.146 -6.086
12 C -1.557 -0.037 -6.691
13 C -0.682 -0.818 -6.013
14 C -0.293 -0.436 -4.706
15 N 0.568 -1.136 -3.924
16 N 1.220 -2.142 -4.320
17 C 2.052 -2.656 -3.331
18 C 2.824 -3.770 -3.618
19 C 3.687 -4.261 -2.660
20 C 3.759 -3.632 -1.425
21 C 2.955 -2.532 -1.204
22 N 2.118 -2.049 -2.120
23 H -2.580 4.715 0.223
24 H -0.166 4.868 -0.313
25 H 0.890 3.156 -1.771
26 H -2.858 1.165 -2.170
27 H -3.920 2.845 -0.694
28 H -2.062 2.475 -4.428
29 H -2.754 1.768 -6.645
30 H -1.848 -0.298 -7.699
31 H -0.262 -1.715 -6.449
32 H 2.731 -4.218 -4.598
33 H 4.309 -5.121 -2.869
34 H 4.431 -3.977 -0.652
35 H 2.981 -2.005 -0.261
36 C -0.800 -2.717 2.962
37 C 0.482 -2.423 2.210
38 N 0.128 -1.713 0.993
39 C -0.918 -2.106 0.184
40 N -0.984 -1.595 -1.005
41 C -2.114 -1.976 -1.842
42 C -2.584 -3.389 -1.545
43 C -2.932 -3.475 -0.075
44 N -1.835 -2.954 0.734
45 C -1.714 -3.531 2.070
46 H -1.282 -1.774 3.234
47 H -0.588 -3.274 3.875
48 H 1.012 -3.362 1.998
49 H 1.142 -1.789 2.803
50 H 0.848 -1.241 0.472
51 H -1.809 -1.896 -2.886
52 H -2.945 -1.275 -1.689
53 H -1.778 -4.091 -1.774
54 H -3.451 -3.648 -2.153
55 H -3.104 -4.513 0.217
56 H -3.848 -2.914 0.135
57 H -1.337 -4.557 1.992
58 H -2.714 -3.580 2.504
59 C -2.335 1.529 3.839
60 C -1.637 1.447 2.486
61 C -0.133 1.585 2.656
62 N 0.538 1.473 1.366
63 C 1.689 0.912 1.086
64 S 2.257 0.838 -0.528
65 N 2.442 0.339 2.065
66 C 2.690 0.700 3.425
67 O 2.987 -0.178 4.190
68 C 2.658 2.140 3.776
69 C 2.535 2.471 5.123
70 C 2.577 3.797 5.517
71 C 2.761 4.796 4.567
72 C 2.907 4.468 3.226
73 C 2.855 3.141 2.827
74 H -3.412 1.411 3.726
75 H -2.150 2.493 4.317
76 H -1.978 0.747 4.512
77 H -2.003 2.243 1.831
78 H -1.862 0.493 2.001
79 H 0.233 0.796 3.316
80 H 0.107 2.545 3.120
81 H 0.076 1.907 0.570
82 H 3.062 -0.388 1.737
83 H 2.406 1.678 5.849
84 H 2.476 4.053 6.563
85 H 2.801 5.833 4.875
86 H 3.071 5.244 2.490
87 H 3.002 2.895 1.781

## Properties
Charge ... +1
Max |F| ... 0.7 eV/Å
Energy ... -66714.0922 eV
E_HOMO (spin up / spin down) ... -9.72 / -9.72 eV
Gap between HOMO and LUMO (spin up / spin down) ... 6.0 / 6.0 eV
Spin multiplicity ... 1